8 unconnected molecules or ions with the total composition C57H132N8O13 at a distorted geometry. Source: OMol25; level of theory: ωB97M-V/def2-TZVPD.

Calculated values
* charge: 0
* molecular weight: 1137.7 g/mol
* largest force on an atom: 0.066 Eh/bohr
* lowest unoccupied orbital energy: 0.5 eV
* energy relative to the best compared isomer or geometry (same formula, charge and spin): 473.2 kJ/mol
* E_HOMO: -7.950 eV
* frontier orbital gap: 8.402 eV

The geometry in XYZ format:
```
210
C57H132N8O13, DFT ωB97M-V/def2-TZVPD
C 5.7749 -0.4157 0.6583
H -2.1267 1.4665 1.8632
H -4.8556 -6.0354 5.6012
H -6.7167 -4.7287 5.1039
C -6.1178 -3.6773 6.7377
H -3.7349 3.0864 5.0772
H 0.1528 3.0638 -4.3884
C -0.3389 -2.1191 5.9325
C -2.7846 -1.4725 2.6700
C -2.8533 1.9953 2.4673
C -1.0322 3.5843 4.9609
H -0.1533 -3.3537 -7.9023
H 2.1315 -4.5917 8.3880
O -1.8444 4.8330 -9.4311
H 1.7578 6.7619 -5.7420
C -2.2886 3.5332 -9.7249
H -3.0212 -1.7326 -1.8837
H -2.5486 -1.5880 3.7365
H -1.4818 -0.0369 -3.5476
H -4.2818 -2.2776 -3.9075
O -0.5980 -4.1792 -6.1725
H -2.6407 -5.7033 -4.0971
H -0.4409 -2.9387 5.2149
H -3.9751 -4.4315 5.6950
C 1.9812 3.6963 -3.2198
H -2.3602 -3.0277 -5.1411
C 0.1744 -0.2721 -0.9595
C -2.4313 -3.8980 -0.6507
O 0.8988 5.1292 -1.6736
C -1.1300 2.1183 5.5160
O 1.8081 -0.6856 -2.7176
H -7.4292 -7.1084 8.0602
O -7.8520 -5.2294 7.2309
H -0.8214 6.0127 -3.3783
H 2.2780 0.3164 -0.9655
H -5.2637 -3.1192 7.1250
C -2.0205 3.9758 1.2552
C -0.5411 -1.3753 1.8570
H -0.4518 5.1210 -4.8041
H -5.8121 -5.5842 7.7873
C -4.4263 -5.2599 3.7334
C 1.3384 -1.8908 -3.2649
H 0.2637 5.3259 5.0871
H -0.4293 -5.0491 -8.1079
H -2.1747 2.8105 -5.1848
C 1.3153 6.1282 -3.8272
N -3.6049 3.3193 -7.5239
H 7.9029 1.8884 -2.1809
C -3.6099 -3.0675 -3.5744
H 2.1982 -2.0757 5.6407
H 7.8889 -1.5217 -0.3174
H 7.1863 -0.4352 -4.9017
H -8.4800 -6.0767 9.0236
C 4.9963 -3.5951 9.3524
H 5.5509 -1.4884 0.6847
N 0.0745 0.4616 0.2928
H 3.9560 3.3138 -2.0740
H 2.0619 -2.2042 -4.0198
N 1.6535 5.0670 -2.8530
H -4.1390 -3.8648 -3.0470
H 6.3545 -0.1285 1.5304
H 2.5998 2.8460 -5.1151
C -8.2273 -6.3573 7.9990
H -1.2737 -1.9209 6.4508
H 8.4217 0.1162 0.0838
H 1.4613 -0.5400 1.4972
N -1.0604 3.5375 3.4859
C -4.9604 -6.8313 2.1108
H -0.3363 4.8680 -10.8004
C 1.4641 7.4658 -3.0979
H -1.4250 4.8860 1.3330
H 0.3406 -1.8101 -3.7036
C -0.1663 6.0190 -4.2488
C 2.9371 -3.0379 7.3600
H -0.3858 6.8470 -4.9266
H -0.3125 6.2232 -9.8462
H -0.9245 0.5996 0.4415
C 2.5561 4.7831 -5.6502
H 3.6168 0.1553 -3.6368
H 3.5856 -5.2091 9.7503
H -4.3654 4.7881 5.0949
C 5.7770 -0.0587 -3.1342
H 8.5538 -0.4674 -1.5395
O -0.0057 2.8317 2.9037
H -6.7377 -4.3921 8.6788
H -2.9205 0.8445 -2.9062
H 3.3808 5.0250 -6.3208
H 1.1037 -4.5087 -7.3674
H 2.8685 2.0107 -2.1945
C 6.3186 1.4633 -0.7040
C 0.4228 -0.1948 1.5515
O -2.6398 0.8347 -4.9890
C -2.1380 -4.8226 -4.5064
C -2.2195 4.3984 5.5393
H -3.8748 2.5533 -5.1797
C 4.0381 -4.7030 8.8931
H 0.8696 7.5274 -2.1907
H -1.9024 -1.8161 -3.1165
H -4.3896 3.9124 -9.3807
H -3.7770 2.1359 1.9052
H -3.4599 -5.7756 3.8139
H -3.0835 4.1347 -7.2200
H 0.0275 -1.1795 5.5113
H 6.6091 3.1071 -2.0265
H 5.1511 2.0181 -3.3345
H 1.1466 3.8647 5.1329
O 5.5540 -1.9950 -1.7566
C -2.6079 -2.4639 -2.5959
H -0.3481 -2.0431 1.0048
H 1.7411 4.4151 -6.2766
C -0.5273 5.1623 -9.7466
H 3.8816 -2.6668 6.9657
C 0.7536 2.8073 -3.5199
O -1.8300 -0.8393 1.8847
C -2.9622 2.0527 -7.0460
O -5.4564 -6.0481 3.1783
C 0.0279 -4.3252 -7.4263
O -1.8869 -3.4371 -1.8752
H 3.1909 6.7134 -4.9106
H 5.6260 -3.2604 8.5289
C 2.2657 6.1381 -4.9891
N 2.9996 -4.3676 7.9221
H 4.6026 -2.1285 -1.8425
H -0.3337 1.5143 5.0763
C -3.3293 4.3563 3.3351
H 6.5915 1.8301 -4.1546
H 2.5328 3.3130 -1.1462
H -2.1200 -3.1618 0.1009
H -3.9563 2.3080 -9.3591
H 0.5005 3.4807 2.4009
C 2.8372 3.7391 -4.5315
C -2.1527 0.8103 -3.6823
C -2.3005 3.4380 2.6899
H -2.5166 3.4629 -10.7965
H -1.8891 -4.8178 -0.4267
H 4.6447 -5.5035 8.4453
H -1.4534 3.3032 0.6109
H 2.5222 7.6237 -2.8539
H -3.0232 1.3961 3.3598
C 2.8887 3.1050 -2.1613
H -0.1764 -1.9690 2.7013
H -3.0269 4.0933 0.8537
C -4.7629 -5.0150 5.2112
N -5.9339 -4.1354 5.3665
H 1.3402 8.3225 -3.7652
H -4.2097 -4.3297 3.2004
H 3.8742 -2.7058 11.7639
C -2.9404 2.0983 -5.5263
H -0.7249 -6.1575 -5.5112
C -6.5606 -4.7976 7.6737
H -1.4127 1.5954 -3.4864
H 4.7185 -0.2432 -5.0588
H 3.8878 3.8129 -4.2554
H -0.3452 -1.2381 -1.0288
H -0.9819 2.1103 6.5955
H 7.9197 -0.6243 -3.4158
H -9.0186 -6.9349 7.5220
C 0.1947 4.2998 5.4521
H -3.6127 1.2356 -7.3499
H 0.4036 0.5708 2.3284
C 6.0934 1.4656 -3.2559
H 5.2864 1.8071 -0.5613
H 1.8996 -3.8004 5.6332
H -3.5042 -4.0833 -0.7359
H -1.3760 -4.4880 -3.7945
H -0.2267 0.3403 -1.7700
C 1.8498 -2.9071 6.2694
C 7.9067 -0.4854 -0.6695
H 0.0770 2.8580 -2.6583
H -2.0344 5.4732 5.5835
H -3.0414 -2.4713 2.2927
H -3.3213 5.4085 3.0436
N 5.6262 -0.5771 -1.7850
H 2.6304 -2.2903 8.1027
H 6.7413 1.9237 0.1916
H -5.7980 -7.4245 1.7410
H -2.0743 1.7013 5.1761
H 6.9031 -1.8230 -3.7853
H -4.2702 4.0414 2.8552
C -1.3574 -5.2956 -5.7307
H -1.5192 2.7786 -9.5290
H -3.7377 -0.9408 2.6929
H 4.4248 -1.4325 -3.9020
O 4.3651 -2.4330 9.8741
C 6.4282 -0.0632 -0.7074
C 6.8313 2.0353 -2.0322
H 4.7580 -0.0170 0.6903
C 3.3259 -2.5801 10.8221
H -2.1262 -5.5852 -6.4586
H -2.4310 4.0744 6.5626
C -3.5985 3.2703 -8.9796
H -4.1722 -7.5268 2.4121
H 5.6990 -3.8916 10.1403
H -1.9574 1.9492 -7.4545
C 4.5063 -0.3420 -3.9947
C -3.5461 4.1285 4.8104
O 0.6176 -2.6364 6.8601
H 2.7153 -1.6791 10.8369
H 1.2682 -2.7510 -2.5870
H 1.1062 1.7737 -3.4982
H -4.6180 -6.1967 1.2870
H 1.9824 -1.3683 -0.7602
C 6.9325 -0.7309 -3.8839
H 1.4119 5.6658 -1.0577
H 2.6362 -3.4086 10.6358
H 0.1888 4.5407 -9.1993
H -6.9121 -2.9277 6.6823
C 1.6527 -0.4918 -1.3427
H 0.1473 4.2731 6.5424
N -3.0386 -3.7014 -4.7817
```

A gas-phase ion, C7H8NO4 (charge -1) at a distorted geometry. Source: OMol25; level of theory: ωB97M-V/def2-TZVPD.

Calculated values
* charge: -1
* molecular weight: 170.1 g/mol
* largest force on an atom: 0.070 Eh/bohr
* lowest unoccupied orbital energy: 3.3 eV
* energy relative to the best compared isomer or geometry (same formula, charge and spin): 97.2 kJ/mol
* E_HOMO: -4.729 eV
* frontier orbital gap: 8.017 eV

The geometry in XYZ format:
```
20
C7H8NO4, DFT ωB97M-V/def2-TZVPD
C 1.3268 -0.7754 0.7859
H 1.8518 -0.5479 -0.0944
C -0.4206 -0.1174 -1.8726
C -0.2096 -0.7059 0.4376
H 1.6156 -1.7560 1.1495
O -0.6324 -0.2660 -3.0577
H -1.4662 -2.5295 0.7124
H -0.7754 0.8053 2.3450
O 1.2689 2.9364 -2.0600
H -1.0269 1.9779 -1.6040
O 2.1446 1.1973 -0.9812
H 1.7351 -0.0691 1.4366
H -1.0205 -1.7921 2.2197
C -1.2391 -1.5414 1.1600
C -0.5644 0.7812 0.5022
N -1.0632 1.3956 1.5228
C -0.3692 1.2496 -1.1601
O -0.2577 -1.1219 -0.9598
C 1.2805 1.8798 -1.4584
H -2.1781 -1.0004 0.9765
```

A molecular structure, C6H14N2O2 at a distorted geometry. Source: OMol25; level of theory: ωB97M-V/def2-TZVPD.

Calculated values
* charge: 0
* molecular weight: 146.2 g/mol
* largest force on an atom: 0.123 Eh/bohr
* lowest unoccupied orbital energy: -1.5 eV
* energy relative to the best compared isomer or geometry (same formula, charge and spin): 1255.9 kJ/mol
* E_HOMO: -8.798 eV
* frontier orbital gap: 7.330 eV

The geometry in XYZ format:
```
24
C6H14N2O2, DFT ωB97M-V/def2-TZVPD
O 1.9375 1.3765 -0.8768
H -0.8396 -0.2619 -3.6719
H 0.2212 -1.6811 1.0144
C -0.3323 0.4410 -1.0796
C -1.4564 -0.2421 -0.3417
C 1.0245 0.3371 -0.5592
C 0.9436 0.1941 0.9226
H -2.4067 -0.2181 -1.0079
O 1.1195 -1.1798 1.1600
H -1.5474 -1.2388 1.8493
H 3.0268 0.5536 -1.8066
N -1.5368 -0.2285 1.3074
H -0.1488 -0.2823 3.3257
H -0.2176 -1.6628 -2.1020
H 1.5489 -0.5482 -1.0505
C -0.3634 0.6394 1.4246
H -0.7251 1.4348 3.8215
C -0.1764 -0.4862 -2.5336
H 1.7953 0.9976 1.2610
H 0.8482 -0.4579 -3.1418
N -0.0870 0.7660 2.8702
H -1.4277 -1.3983 -0.3799
H -0.3942 1.6583 0.9542
H -0.8062 1.4878 -1.3596
```

A molecular structure, C40H53GaN4O3Te at a distorted geometry. Source: OMol25; level of theory: ωB97M-V/def2-TZVPD.

Calculated values
* charge: +1
* molecular weight: 835.2 g/mol
* largest force on an atom: 0.028 Eh/bohr
* lowest unoccupied orbital energy (spin up / spin down): -2.6 / -2.7 eV
* E_HOMO (spin up / spin down): -7.789 / -10.912 eV
* 2S+1: 2
* frontier orbital gap (spin up / spin down): 5.167 / 8.254 eV

The geometry in XYZ format:
```
102
C40H53GaN4O3Te, DFT ωB97M-V/def2-TZVPD
H -5.3044 -2.6440 -5.5568
C -4.2633 -0.2117 -0.4012
H 3.9638 3.1639 0.5621
H -6.0160 2.5083 2.1499
N 0.7310 0.2328 -0.6888
H 4.1062 -2.1501 0.7896
H 5.4578 -2.5895 -0.2494
N -1.5859 -0.5320 -2.9641
C 0.1662 -2.0982 -0.0750
C -4.1061 -4.8867 -3.2058
H -7.3867 1.4571 2.4374
H 4.3935 3.0826 2.2842
C -3.7300 1.8003 0.7477
H 2.1117 3.9651 6.5383
C -3.5326 -1.9490 -2.7901
H 0.1619 -2.5155 -1.0803
H 5.4486 3.9277 1.1500
C 2.7058 1.2796 4.8648
H -4.3662 -0.7645 2.9125
H -4.3704 0.9570 3.2960
C -4.9931 0.1228 2.9829
H 1.2558 3.9294 1.1234
C -2.7742 -0.8586 -2.3230
H 4.1498 -1.5764 -0.8709
C -3.3580 -4.5828 -5.5568
H 7.4213 -1.4794 0.2378
H -1.6107 -2.8256 -5.4007
H 7.4764 2.6614 1.2544
H 2.4043 2.3528 7.2012
C 1.2678 2.6410 -1.9279
C -4.5623 0.6551 0.6207
C 1.2473 2.9903 4.0626
H -0.2366 3.6855 2.0285
C 4.8300 0.6202 0.7547
C 0.6512 3.1858 1.6442
H -2.3833 -4.9959 -5.3057
H -4.6774 -5.7497 -3.5354
C 0.9827 -0.8432 -0.0641
H -5.9787 -1.7044 1.2262
Te 2.7548 1.0830 0.4777
H -3.2551 -3.9041 -6.3994
H 3.5923 -1.0946 4.2364
H -0.8591 -1.8504 0.1973
H 1.4581 0.0138 -3.8671
C 6.9289 1.7530 1.0489
C 1.7908 2.9250 6.5114
H -0.3276 -0.9580 -4.5503
C 1.9639 1.8032 -3.0144
C -1.9584 -2.3052 -4.5276
H 9.5240 1.5245 1.0212
H -5.9917 -4.2047 -5.0971
H -7.0149 -0.6213 0.2767
O -0.0108 2.6255 -1.9289
N 0.9942 0.8698 -3.5736
C 6.8934 -0.5657 0.4752
H 0.5760 3.8151 4.2581
N -2.2916 1.0416 -0.9941
C 2.2902 1.4788 2.5217
H -6.9755 1.9287 0.7902
H 3.4131 -0.9546 2.4820
H -4.8870 -1.0698 -0.5787
H -4.4442 -2.1905 -2.2704
C -3.9867 -3.8746 -4.3533
O 1.9730 3.2064 -1.1065
C -6.5503 -0.7781 1.2491
C -5.3827 -3.3720 -4.7519
C -3.1559 -2.7001 -3.8775
O 2.0703 -0.8578 0.6748
H 0.5679 -2.8299 0.6208
H 2.4237 2.4635 -3.7561
C 9.1125 0.5366 0.8393
Ga -0.5885 0.8131 -1.9311
H -7.3426 -0.9005 1.9848
H 0.3451 2.4311 0.9131
H 4.7902 -0.1933 3.3056
H 9.4459 -0.1246 1.6373
C 7.6198 0.5765 0.7933
H 0.5451 1.2656 -4.4008
H -3.1211 -5.2283 -2.8939
H -3.9964 -5.4050 -5.8690
H 0.7553 2.8809 6.8435
C 3.7282 -0.4327 3.3823
C 1.4170 2.5489 2.7585
C 5.5432 1.7922 1.0209
H 9.5120 0.1567 -0.0985
C -3.1421 -0.0199 -1.2365
C -1.2395 -1.2550 -4.0494
H -5.8892 -2.9017 -3.9123
C 5.5066 -0.5581 0.4272
H -3.9653 2.5549 1.4789
C 4.7974 3.0651 1.2709
C -6.5618 1.6564 1.7578
H 3.1772 0.7606 5.6869
H -1.9743 2.7988 0.0260
C -5.6678 0.4148 1.6314
H -5.7468 -0.0498 3.7468
H 2.7662 1.2655 -2.4893
C 2.9078 0.8020 3.5757
C -2.6334 1.9415 -0.0500
C 1.9195 2.3913 5.1230
H -4.6078 -4.4557 -2.3440
C 4.7671 -1.7898 0.0039
```

Which value of largest force on an atom does entry 2 give? 0.070 Eh/bohr

charge of number 2 (C7H8NO4)? -1

Look up the largest force on an atom of the second one. 0.070 Eh/bohr